# 1
The following is a quantum chemistry calculation of a cluster of 2 separate species, C3H13N5 in total in a non-equilibrium geometry, from the Open Molecules 2025 dataset.

Output
Strongest force on any atom   6.7 eV Å⁻¹
Charge   0
HOMO-LUMO gap   7.694 eV
Energy   -10764.996 eV
LUMO energy   1.10 eV
ΔE to the lowest compared entry with this formula, charge and spin   179.1 kcal/mol

Each line ends with the Mulliken charge.
Positions of all 21 atoms, in Å:
C -1.54 -1.83 -0.28  -0.84
C -0.62 2.40 -0.11  -0.94
C -1.16 -0.68 0.59  -0.31
N 2.24 -0.13 1.17  -0.68
N 2.01 -1.16 -1.07  -0.79
N 0.48 1.49 0.14  -0.33
N 0.46 0.19 -0.27  -0.32
N 1.45 -0.59 0.08  0.65
H -0.62 -2.25 -0.59  0.21
H -2.43 -2.52 0.11  0.27
H -2.09 -1.42 -1.15  0.25
H -1.43 2.49 0.74  0.25
H -0.15 3.40 -0.34  0.32
H -0.87 2.17 -1.11  0.41
H -1.61 0.28 0.54  0.20
H -0.49 -0.80 1.42  0.33
H 2.59 -1.01 1.54  0.25
H 3.01 0.60 1.03  0.23
H 2.68 -0.56 -1.71  0.25
H 1.14 -1.40 -1.59  0.30
H 0.81 1.56 1.14  0.28

---

# 2
The following is a quantum chemistry calculation of a cluster of 3 separate species, C3H13NO2 in total, from the Open Molecules 2025 dataset.

Output
Strongest force on any atom   1.0 eV Å⁻¹
Charge   0
HOMO-LUMO gap   10.143 eV
SMILES string   CC(C)N.O.O
Energy   -8907.171 eV
LUMO energy   0.86 eV
ΔE to the lowest compared entry with this formula, charge and spin   5.9 kcal/mol

Each line ends with the Mulliken charge.
Positions of all 19 atoms, in Å:
C -0.65 -0.05 2.07  -1.30
C 0.56 0.22 1.15  0.59
C 0.98 -1.10 0.51  -1.51
N 0.26 1.24 0.16  -0.59
H -0.50 -0.90 2.75  0.35
H -0.83 0.80 2.73  0.34
H -1.53 -0.23 1.44  0.32
H 1.37 0.56 1.80  0.30
H 1.92 -1.05 -0.05  0.35
H 1.28 -1.79 1.31  0.43
H 0.16 -1.55 -0.05  0.30
H 0.20 2.16 0.58  0.25
H -0.60 1.04 -0.34  0.23
O -1.98 0.58 -2.06  -0.69
H -1.23 0.26 -2.59  0.37
H -1.84 1.53 -2.07  0.31
O 0.56 -0.39 -2.68  -0.70
H 1.08 -0.02 -1.94  0.34
H 0.79 -1.32 -2.72  0.32

---

# 3
The following is a quantum chemistry calculation of a cluster of 3 separate species, C3H13NO2S in total in a non-equilibrium geometry, from the Open Molecules 2025 dataset.

Output
Strongest force on any atom   2.2 eV Å⁻¹
Charge   0
HOMO-LUMO gap   9.646 eV
SMILES string   C[C@@H](N)CS.O.O
Energy   -19741.711 eV
LUMO energy   0.43 eV
ΔE to the lowest compared entry with this formula, charge and spin   16.9 kcal/mol

Each line ends with the Mulliken charge.
Positions of all 20 atoms, in Å:
C 0.01 -0.06 2.36  -1.19
C -0.54 -0.46 0.92  0.34
N -1.98 -0.61 1.02  -0.74
C -0.08 0.53 -0.13  -0.82
S 1.74 0.90 -0.19  -0.28
H 0.67 -0.82 2.77  0.25
H -0.89 0.16 2.93  0.41
H 0.54 0.89 2.26  0.34
H -0.11 -1.45 0.73  0.29
H -2.43 0.31 0.98  0.27
H -2.39 -1.04 0.18  0.27
H -0.26 0.17 -1.14  0.39
H -0.55 1.51 -0.03  0.35
H 2.27 -0.14 0.51  0.13
O 3.05 -1.91 -1.64  -0.64
H 2.34 -1.37 -1.27  0.31
H 3.35 -1.45 -2.45  0.31
O -3.86 0.81 -1.40  -0.60
H -3.38 1.47 -1.86  0.30
H -4.24 0.33 -2.13  0.31

---

# 4
The following is a quantum chemistry calculation of a cluster of 3 separate species, C3H13NO2S in total in a non-equilibrium geometry, from the Open Molecules 2025 dataset.

Output
Strongest force on any atom   2.1 eV Å⁻¹
Charge   0
HOMO-LUMO gap   9.997 eV
SMILES string   NCCCS.O.O
Energy   -19741.740 eV
LUMO energy   0.80 eV
ΔE to the lowest compared entry with this formula, charge and spin   16.2 kcal/mol

Each line ends with the Mulliken charge.
Positions of all 20 atoms, in Å:
N -0.25 -0.07 -0.97  -0.57
C 0.49 -1.01 -0.12  -0.58
C 1.30 -0.27 0.98  -0.91
C 1.96 -1.11 2.10  -0.44
S 2.70 -0.06 3.38  -0.23
H 0.13 -0.15 -1.91  0.19
H -0.09 0.92 -0.82  0.35
H -0.21 -1.70 0.34  0.30
H 1.25 -1.53 -0.69  0.27
H 2.14 0.23 0.48  0.37
H 0.73 0.60 1.37  0.48
H 2.74 -1.59 1.49  0.30
H 1.29 -1.88 2.48  0.36
H 2.89 0.98 2.59  0.11
O -2.13 1.92 -0.71  -0.72
H -1.91 0.98 -0.88  0.35
H -2.59 1.84 0.15  0.33
O -3.43 0.28 -2.97  -0.63
H -3.93 0.56 -3.73  0.31
H -3.09 1.07 -2.54  0.34

---

# 5
The following is a quantum chemistry calculation of a cluster of 3 separate species, C3H13NO2S in total in a non-equilibrium geometry, from the Open Molecules 2025 dataset.

Output
Strongest force on any atom   1.9 eV Å⁻¹
Charge   0
HOMO-LUMO gap   9.032 eV
SMILES string   CNCCS.O.O
Energy   -19741.312 eV
LUMO energy   0.50 eV
ΔE to the lowest compared entry with this formula, charge and spin   26.1 kcal/mol

Each line ends with the Mulliken charge.
Positions of all 20 atoms, in Å:
C -0.93 -0.96 -2.15  -1.00
N -0.73 -0.15 -0.97  -0.21
C 0.64 -0.26 -0.42  -0.31
C 0.73 0.27 1.01  -0.90
S -0.76 0.20 2.05  -0.21
H -0.66 -2.01 -2.02  0.32
H -0.44 -0.58 -3.06  0.31
H -2.00 -0.96 -2.38  0.34
H -1.05 0.79 -1.14  0.20
H 0.87 -1.33 -0.50  0.31
H 1.26 0.27 -1.15  0.30
H 1.56 -0.04 1.63  0.45
H 0.79 1.34 0.83  0.30
H -1.59 0.72 1.15  0.12
O 1.07 -2.53 2.19  -0.63
H 1.38 -3.02 1.42  0.31
H 0.29 -2.08 1.83  0.32
O -0.40 3.19 0.48  -0.60
H -0.40 3.76 1.24  0.29
H 0.37 3.39 -0.02  0.31

---

# 6
The following is a quantum chemistry calculation of a cluster of 3 separate species, C3H13NO2S in total in a non-equilibrium geometry, from the Open Molecules 2025 dataset.

Output
Spin multiplicity   2
Strongest force on any atom   1.0 eV Å⁻¹
Charge   +1
⟨S²⟩   0.76
HOMO-LUMO gap (spin up / spin down)   9.613 / 3.831 eV
Energy   -19732.447 eV
LUMO energy (spin up / spin down)   -3.56 / -9.28 eV
ΔE to the lowest compared entry with this formula, charge and spin   18.7 kcal/mol

Each line ends with the Mulliken charge.
Positions of all 20 atoms, in Å:
C 3.41 0.29 -1.24  -0.69
C 2.25 -0.23 -2.09  -0.76
C 1.16 -0.73 -1.14  -0.41
S -0.20 -1.56 -1.94  0.13
N 3.14 1.47 -0.45  -0.41
H 4.28 0.46 -1.89  0.34
H 3.71 -0.56 -0.66  0.35
H 1.84 0.56 -2.70  0.44
H 2.67 -1.05 -2.67  0.45
H 0.73 0.10 -0.57  0.39
H 1.61 -1.40 -0.39  0.40
H 0.12 -1.20 -3.19  0.26
H 3.49 1.38 0.50  0.27
H 2.15 1.69 -0.44  0.25
H -2.97 -0.38 2.80  0.32
H -3.66 -0.29 1.34  0.30
O -3.69 -0.65 2.23  -0.62
H -5.12 2.79 4.88  0.32
H -3.61 2.88 5.39  0.32
O -4.30 2.31 5.06  -0.64